Below is 9 unconnected molecules or ions with the total composition C42H107N5O14 in a non-equilibrium geometry, with properties calculated with the ωB97M-V functional and the def2-TZVPD basis.

XYZ file:
```
168
Properties=species:S:1:pos:R:3:forces:R:3:mulliken_charge:R:1
C -9.670 -5.830 -0.168 0.193 -0.084 -0.203 -0.785
O -8.243 -5.921 -0.274 -1.057 -0.218 0.359 -0.282
C -7.787 -6.296 -1.564 0.848 1.303 0.070 -0.706
C -6.284 -5.945 -1.606 -0.063 -0.894 -0.676 -0.631
N -6.057 -4.506 -1.693 1.251 0.514 0.043 -0.244
C -4.668 -4.052 -2.104 -0.446 -1.016 1.082 -0.327
C -3.578 -4.581 -1.136 -0.656 0.637 -0.182 -0.302
O -3.901 -4.189 0.205 0.563 -0.798 -0.221 -0.487
C -3.665 -2.850 0.603 -0.788 0.019 -0.254 -0.482
H -10.081 -5.119 -0.884 0.117 0.212 -0.147 0.329
H -9.993 -5.525 0.827 0.602 0.171 0.084 0.248
H -10.192 -6.771 -0.339 0.278 -0.409 -0.214 0.300
H -8.254 -5.650 -2.308 -0.287 -0.013 -0.217 0.333
H -7.994 -7.336 -1.817 0.052 -0.234 0.227 0.410
H -5.822 -6.426 -2.469 -0.202 0.013 -0.424 0.520
H -5.794 -6.455 -0.777 0.047 0.220 0.498 0.313
H -6.067 -4.196 -0.732 -0.522 0.335 0.252 0.228
H -4.656 -2.967 -2.001 -0.167 0.076 -0.312 -0.251
H -4.422 -4.329 -3.129 -0.204 -0.030 -0.066 0.513
H -2.588 -4.250 -1.449 0.183 0.468 0.103 0.184
H -3.515 -5.668 -1.185 -0.290 -0.068 0.397 0.348
H -2.712 -2.419 0.297 0.195 -0.261 0.128 0.196
H -3.834 -2.817 1.679 0.519 -0.152 0.057 0.321
H -4.447 -2.196 0.218 -0.127 0.263 -0.394 0.183
C -1.128 2.110 -4.606 -1.513 0.528 -0.121 -1.139
O 0.036 2.116 -3.868 2.107 -0.431 -0.448 0.644
C 1.104 1.430 -4.543 0.811 -0.679 0.251 -1.465
C 2.424 1.332 -3.700 -1.281 1.252 -0.548 0.181
N 2.987 2.701 -3.598 -0.057 -1.175 0.930 -0.224
C 4.066 2.716 -2.613 0.748 -0.175 -0.037 -1.182
C 3.645 2.591 -1.135 -0.245 0.712 -0.408 -0.049
O 2.838 3.737 -0.862 0.122 0.892 -1.179 -0.227
C 2.360 3.802 0.434 0.099 -1.791 1.429 -0.649
H -1.131 2.597 -5.582 0.790 0.210 -0.281 0.379
H -1.838 2.708 -4.035 -0.283 -0.272 0.114 0.217
H -1.537 1.118 -4.795 0.008 -0.356 0.287 0.326
H 1.368 1.874 -5.503 -0.055 0.771 0.024 0.452
H 0.770 0.444 -4.865 -0.214 -0.461 0.466 0.566
H 3.164 0.693 -4.181 -0.161 -0.019 -0.333 0.575
H 2.245 0.903 -2.714 -0.322 -0.182 0.139 -0.304
H 2.292 3.256 -3.119 -0.424 0.201 -0.294 -0.138
H 4.628 3.623 -2.833 0.006 0.271 0.667 0.400
H 4.779 1.923 -2.840 -0.017 -0.324 -0.021 0.429
H 4.496 2.516 -0.459 0.376 0.397 0.024 0.710
H 3.098 1.675 -0.914 -0.398 -0.204 -0.224 -0.095
H 1.716 4.600 0.802 0.232 0.679 -1.189 0.117
H 3.203 3.739 1.122 0.124 0.061 0.346 0.361
H 1.758 2.906 0.590 -0.183 -0.350 0.397 0.173
C -3.907 -0.275 4.958 1.748 -0.262 -1.212 -0.351
O -4.107 0.668 3.909 -1.496 0.748 -0.061 -0.424
C -3.995 0.237 2.535 0.555 -0.620 1.076 -0.164
C -4.429 1.263 1.515 0.070 1.028 1.608 -0.702
N -3.431 2.330 1.265 -1.404 -0.449 -1.721 -0.109
C -4.127 3.437 0.547 1.895 0.325 0.826 -0.449
C -3.088 4.535 0.333 -0.285 0.770 0.074 -0.079
O -2.665 5.151 1.583 -0.610 -1.216 -0.506 -0.436
C -1.538 6.002 1.494 -0.384 -0.339 -0.626 -0.498
H -4.537 -1.163 5.003 -0.764 0.350 -0.191 0.335
H -3.810 0.217 5.925 -0.539 0.276 -0.250 0.330
H -2.917 -0.689 4.765 0.403 -0.338 0.207 -0.104
H -4.593 -0.650 2.324 -0.094 -0.278 0.409 0.390
H -2.940 -0.017 2.428 0.120 -0.231 -0.563 -0.061
H -5.315 1.778 1.887 -0.465 -0.225 0.367 0.747
H -4.799 0.729 0.639 0.730 0.201 -0.467 0.074
H -3.054 2.723 2.115 -0.156 -0.184 0.356 0.265
H -4.971 3.864 1.090 -0.143 -0.081 0.439 0.471
H -4.536 3.130 -0.415 0.369 -0.232 -0.032 0.067
H -3.577 5.279 -0.297 0.099 0.497 -0.038 0.468
H -2.240 4.164 -0.243 0.223 -0.192 0.197 -0.165
H -1.590 6.532 0.544 -0.020 0.680 0.182 0.331
H -0.587 5.471 1.451 0.090 -0.414 0.222 0.039
H -1.558 6.637 2.380 0.032 0.153 -0.289 0.298
C 11.061 -1.074 -0.056 0.283 -0.163 -1.640 -0.737
O 10.245 -0.835 -1.225 -0.568 0.944 0.919 -0.397
C 9.555 0.429 -1.206 -0.293 -0.656 -0.890 -0.542
C 8.467 0.570 -0.151 0.418 0.732 1.056 -0.717
N 7.462 -0.483 -0.020 1.221 0.443 0.851 -0.359
C 6.454 -0.386 -1.027 -0.116 -1.176 -1.063 -0.518
C 5.224 -1.314 -0.765 0.267 2.628 -0.653 -0.449
O 4.465 -0.658 0.270 1.914 -0.692 -0.676 -0.462
C 3.318 -1.333 0.600 -1.201 -0.108 -0.104 -0.157
H 10.549 -1.723 0.654 0.120 0.156 0.135 0.253
H 11.478 -0.171 0.389 -0.477 0.237 0.178 0.351
H 11.920 -1.555 -0.525 0.099 -0.512 0.585 0.278
H 9.097 0.529 -2.190 0.052 -0.263 -0.211 0.321
H 10.283 1.239 -1.163 0.065 0.183 0.405 0.449
H 7.968 1.531 -0.270 -0.158 0.078 -0.416 0.284
H 8.969 0.741 0.802 0.049 -0.474 0.374 0.413
H 7.994 -1.321 -0.207 -0.134 -0.538 0.261 0.284
H 6.961 -0.667 -1.950 -0.565 -0.429 -0.770 0.490
H 6.221 0.661 -1.221 -0.711 -0.023 0.508 0.104
H 5.482 -2.368 -0.664 0.199 -0.054 1.040 0.382
H 4.633 -1.313 -1.681 -0.346 0.169 -0.305 0.300
H 3.457 -2.408 0.715 0.197 -0.131 0.564 0.298
H 2.582 -1.251 -0.200 -0.383 0.151 -0.333 -0.200
H 2.899 -0.838 1.476 0.006 -0.382 0.174 0.288
C -0.101 -1.352 3.300 0.369 -1.124 1.123 -0.330
O 0.637 -1.800 4.464 -0.022 0.622 0.058 -0.405
C -0.143 -1.980 5.660 0.149 0.136 -0.890 -0.283
C 0.726 -2.030 6.868 0.811 0.538 1.186 -0.962
N 1.597 -0.860 7.040 -0.819 0.174 0.201 -0.245
C 2.340 -0.776 8.312 1.101 -0.355 -1.019 -0.731
C 2.948 0.624 8.554 0.036 -0.665 -1.046 -0.635
O 4.031 0.810 7.619 -0.079 -1.214 0.035 -0.298
C 4.605 2.104 7.604 -1.555 -0.398 0.234 -0.686
H -0.812 -2.159 3.128 -0.573 0.398 -0.474 0.350
H 0.567 -1.295 2.440 0.221 -0.094 0.248 -0.123
H -0.552 -0.369 3.437 -0.233 -0.053 0.192 0.311
H -0.628 -2.956 5.670 -0.472 -0.126 -0.489 0.375
H -0.891 -1.197 5.783 -0.028 0.202 -0.238 0.136
H 1.235 -2.992 6.911 0.575 -0.200 -0.239 0.379
H 0.065 -2.082 7.734 -0.263 0.163 0.085 0.415
H 2.272 -0.868 6.289 0.023 0.212 -0.102 0.220
H 3.167 -1.470 8.165 0.529 -0.099 0.622 0.349
H 1.803 -1.155 9.181 -0.471 0.348 -0.154 0.509
H 3.308 0.714 9.579 0.056 0.073 0.144 0.410
H 2.146 1.333 8.352 0.033 0.422 0.094 0.345
H 3.727 2.721 7.412 0.345 1.018 0.254 0.307
H 5.295 2.243 6.772 0.081 -0.452 0.184 0.228
H 5.060 2.282 8.578 0.182 0.490 -0.061 0.263
C -4.488 0.931 -2.429 0.883 -0.592 1.032 0.255
C -5.201 0.496 -3.631 -1.886 -0.572 -0.473 0.216
C -6.656 -0.016 -3.363 0.649 0.542 0.336 -1.387
O -5.156 1.592 -4.535 -0.373 -0.429 -0.374 -0.568
H -4.991 1.660 -1.794 0.046 0.232 -0.414 0.326
H -3.521 1.237 -2.827 0.142 0.557 0.608 -0.326
H -4.293 0.055 -1.810 0.084 -0.033 0.224 -0.306
H -4.628 -0.340 -4.033 0.071 -0.204 -0.321 0.220
H -7.229 -0.388 -4.212 0.460 -0.149 -0.294 0.434
H -7.277 0.777 -2.947 0.165 0.208 0.169 0.362
H -6.582 -0.804 -2.614 -0.147 -0.159 -0.048 0.260
H -5.596 1.229 -5.307 -0.049 0.499 -0.479 0.364
C 1.225 5.413 -3.605 0.116 0.232 0.869 -0.443
C -0.051 6.255 -3.590 -0.011 -1.214 0.445 0.299
C -1.088 5.719 -2.571 0.439 0.523 -0.793 -0.808
O 0.269 7.593 -3.252 -0.452 0.238 0.275 -0.564
H 1.999 5.882 -4.213 -0.016 -0.145 -0.215 0.270
H 1.147 4.348 -3.824 -0.660 0.417 -0.651 -0.198
H 1.597 5.406 -2.581 0.239 0.217 0.188 0.247
H -0.557 6.172 -4.552 0.065 0.339 -0.354 0.263
H -2.029 6.223 -2.793 -0.149 -0.091 0.271 0.468
H -0.814 5.901 -1.531 0.199 0.032 -0.090 0.155
H -1.200 4.648 -2.739 -0.068 -0.047 0.084 0.008
H 0.787 8.020 -3.939 0.046 -0.211 -0.157 0.332
C -0.720 -0.812 -1.766 0.642 0.502 0.229 -0.881
C -0.742 0.154 -0.545 -0.107 -0.467 -2.640 1.284
C -0.624 1.638 -0.943 1.548 -1.139 0.376 -0.165
O -2.002 -0.002 -0.040 -1.671 -0.616 1.628 0.600
H -0.509 -1.840 -1.471 -0.230 -0.085 0.315 0.202
H 0.114 -0.555 -2.420 -0.219 0.158 -0.459 0.144
H -1.708 -0.778 -2.225 0.231 0.111 -0.417 0.037
H 0.046 -0.284 0.067 0.250 0.836 0.837 -0.905
H -0.767 2.289 -0.081 0.184 -0.067 0.174 0.574
H -1.345 1.944 -1.702 0.145 -0.354 -0.140 -0.316
H 0.405 1.680 -1.299 -0.060 0.950 -0.312 -0.241
H -2.280 0.889 0.187 -0.703 0.281 0.665 -0.375
C 1.887 -4.018 -1.971 0.827 0.308 -0.100 -0.639
C 3.297 -4.645 -2.207 -1.624 0.505 2.956 0.342
C 3.598 -5.297 -0.846 0.588 -0.291 0.205 -1.387
O 3.150 -5.587 -3.196 0.670 -0.901 -1.290 -0.560
H 1.467 -3.691 -2.922 -0.132 0.156 0.178 0.332
H 1.915 -3.226 -1.222 0.059 0.362 -0.277 -0.049
H 1.256 -4.775 -1.505 -0.126 -0.209 -0.354 0.333
H 4.085 -3.915 -2.392 -0.151 0.020 -0.645 0.198
H 3.590 -4.567 -0.037 -0.068 0.087 -0.058 0.269
H 4.539 -5.840 -0.755 0.278 0.146 -0.385 0.330
H 2.836 -6.040 -0.610 -0.289 0.016 -0.024 0.517
H 2.886 -6.397 -2.754 -0.053 -0.210 -0.221 0.364
```
Forces are in eV/Å.

Energy above the lowest of the compared OMol25 structures with the same formula, charge and spin: 389.9 kJ/mol
Charge: 0
SMILES: COCCNCCOC.COCCNCCOC.COCCNCCOC.COCCNCCOC.COCCNCCOC.CC(C)O.CC(C)O.CC(C)O.CC(C)O
E_LUMO: 0.022 Ha
Electronic energy: -81394.6278 eV